[1]
The following is a quantum chemistry calculation of C27H27N3O2RuS as an isolated structure, from the Open Molecules 2025 dataset.

## Properties
2S+1: 6
Total charge: -1
HOMO-LUMO gap (alpha / beta) (eV): 4.65 / 7.17
Maximum force (eV/Å): 2.18
HOMO energy (alpha / beta) (eV): -1.75 / -4.28
Energy (eV): -50417.12599

CARTESIAN COORDINATES (ANGSTROEM)
H1 2.5880 2.4758 0.9422
H2 -0.3584 -1.7329 -4.0553
H3 3.8189 1.8421 4.4391
H4 -5.2827 1.8598 0.7128
C1 -0.5735 1.2504 -2.7454
C2 -3.2983 2.9047 3.2299
S1 -0.4935 1.9020 -1.1594
H5 4.0312 2.4998 1.9673
O1 1.5434 -1.2696 -0.0572
H6 5.4565 -2.9657 -1.3300
C3 -0.5716 0.0730 -5.2154
H7 -0.5327 -0.4184 -6.1758
H8 2.2927 1.1848 5.0328
H9 -0.8752 3.1121 -3.7550
C4 -2.2297 2.0358 3.0325
C5 2.4181 -4.3351 -1.8307
H10 1.1699 3.3912 4.2520
H11 4.4033 -5.0319 -2.2107
H12 -0.1594 -4.2901 -2.0633
C6 2.2056 1.9433 2.9981
H13 -3.2581 3.6341 4.0222
H14 -2.2474 -3.8617 -1.7564
C7 -3.4973 0.0259 0.1136
C8 1.5812 -3.3502 -1.2696
C9 4.3836 -3.0903 -1.2904
N1 -0.4599 -0.0907 -2.8409
N2 -0.7251 -2.8007 -0.7414
C10 2.2019 -2.2011 -0.6498
H15 -4.4318 0.0643 -0.4605
H16 3.3339 0.9617 1.4301
H17 -4.0075 -2.1041 -1.2115
C11 0.9663 1.2425 2.6789
H18 2.7510 3.9217 3.6656
C12 3.6051 -2.1000 -0.7329
C13 -2.2529 1.1006 2.0225
C14 -0.4581 -0.6523 -4.0441
C15 -4.3936 2.8334 2.3758
H19 -5.2148 3.5252 2.5026
H20 1.3593 3.8920 2.5743
H21 3.2638 0.2653 3.8794
C16 3.1018 1.9718 1.7568
C17 2.9385 1.2633 4.1612
H22 -0.8672 2.0567 -6.0182
H23 1.9561 -5.2054 -2.2785
Ru1 -0.4278 -0.6057 -0.4144
C18 -0.7415 2.0501 -3.8838
C19 -0.0027 0.7099 2.2034
C20 -2.9302 -1.8642 -1.2188
C21 -2.1067 -3.1332 -0.9385
H24 -2.4885 -3.5863 -0.0142
H25 -1.3586 2.0933 3.6687
O2 -1.1692 0.2347 1.8478
H26 4.0541 -1.2064 -0.3210
C22 -3.3780 0.9689 1.1552
C23 3.7866 -4.2336 -1.8187
C24 -0.7372 1.4574 -5.1259
C25 0.1806 -3.5060 -1.3714
C26 1.8456 3.3800 3.3998
N3 -2.6005 -0.8860 -0.2192
C27 -4.4342 1.8929 1.3809
H27 -2.6733 -1.4970 -2.2261

Atom charges from the Löwdin analysis, given in e for atoms 1 to 8: number 1, H, carries 0.084; number 2, H, carries 0.101; number 3, H, carries 0.076; number 4, H, carries 0.097; number 5, C, carries -0.817; number 6, C, carries -0.125; number 7, S, carries 0.543; number 8, H, carries 0.079

[2]
The following is a quantum chemistry calculation of a 2-piece molecular cluster, C11H7N6O7 overall, from the Open Molecules 2025 dataset.

## Properties
Total charge: -1
HOMO-LUMO gap (eV): 6.56
Maximum force (eV/Å): 3.02
HOMO energy (eV): -5.48
Energy (eV): -34787.11921

CARTESIAN COORDINATES (ANGSTROEM)
O1 -0.2817 0.3394 -1.8770
C1 -0.4035 4.5732 1.5056
C2 0.4709 -3.4845 -0.9279
C3 -0.0201 2.2073 1.0972
N1 -1.9684 -1.7267 1.2964
O2 0.3007 2.1638 2.2825
C4 1.6635 -2.6975 -0.6385
H1 0.3264 -0.2812 1.3993
H2 -1.1462 4.3881 2.2868
H3 0.5636 4.6847 2.0023
N2 2.9701 -3.0410 -0.7931
C5 0.3320 -1.1236 0.7021
N3 -0.0832 1.1806 0.2233
O3 1.5813 -4.9374 -2.3913
O4 -0.5667 -5.2089 -2.0374
C6 -0.7321 -3.0905 -0.3488
O5 -1.9538 -0.8072 2.1374
C7 1.5644 -1.5125 0.1538
H4 -0.6553 5.4820 0.9598
N4 -0.3767 3.4809 0.5706
H5 -1.6352 -3.6721 -0.5053
C8 -0.3172 1.3166 -1.1058
C9 -0.7787 -1.9531 0.5025
H6 -0.8525 4.7146 -0.9947
C10 -0.6120 2.6580 -1.6062
H7 -0.7969 2.7872 -2.6619
N5 0.5151 -4.6129 -1.8352
C11 -0.6355 3.6822 -0.7358
N6 2.8225 -1.0294 0.3957
O6 3.6672 -2.0113 -0.1767
O7 -2.9622 -2.4688 1.1204

Atom charges from the Löwdin analysis, given in e for atoms 1 to 8: number 1, O, carries -0.025; number 2, C, carries -0.055; number 3, C, carries -0.072; number 4, C, carries -0.507; number 5, N, carries -0.316; number 6, O, carries 0.015; number 7, C, carries -0.141; number 8, H, carries 0.106

[3]
The following is a quantum chemistry calculation of a 2-piece molecular cluster, C6H16NO overall, from the Open Molecules 2025 dataset.

## Properties
Total charge: +1
HOMO-LUMO gap (eV): 4.28
Maximum force (eV/Å): 4.86
HOMO energy (eV): -11.72
Energy (eV): -10007.74023

CARTESIAN COORDINATES (ANGSTROEM)
H1 0.6221 0.6147 -1.2278
C1 0.3633 -0.0863 -0.3482
H2 1.7641 -1.4669 -1.2724
C2 -0.0020 0.5464 0.9061
C3 1.6399 -1.0089 -0.2716
H3 4.0723 0.0606 -1.4706
H4 1.4615 -1.7398 0.5126
N1 -5.1726 -0.3636 -1.0109
H5 -4.3361 -0.9443 -1.2506
H6 2.7831 1.1888 -1.1158
H7 -1.4187 -0.9763 1.3571
H8 2.6184 0.1818 1.3352
H9 -0.5421 -0.7517 -0.5071
C4 -1.2352 0.0453 1.4550
C5 3.5308 0.5688 -0.7046
H10 -5.9797 -0.8181 -1.2636
H11 4.2279 1.3624 -0.2943
H12 -2.2077 1.5420 0.6509
H13 -5.2966 0.6304 -0.8145
H14 -1.4784 0.4574 2.4482
O1 -2.2552 0.6158 0.6480
C6 2.8676 -0.2803 0.4189
H15 0.2606 1.6233 1.1396
H16 3.7126 -1.0015 0.6805

Atom charges from the Löwdin analysis, given in e for atoms 1 to 8: number 1, H, carries 0.177; number 2, C, carries -0.136; number 3, H, carries 0.141; number 4, C, carries 0.165; number 5, C, carries -0.135; number 6, H, carries 0.075; number 7, H, carries 0.107; number 8, N, carries 0.008

[4]
The following is a quantum chemistry calculation of C4H10N2O2 as an isolated structure, from the Open Molecules 2025 dataset.

## Properties
Total charge: 0
HOMO-LUMO gap (eV): 9.01
Maximum force (eV/Å): 1.51
HOMO energy (eV): -8.24
Energy (eV): -11385.26690

CARTESIAN COORDINATES (ANGSTROEM)
O1 1.1441 0.5761 0.4068
N1 -0.7991 -1.9020 -1.0045
N2 -0.9412 1.0959 -0.9636
H1 -0.7710 -1.4527 -0.1046
H2 -0.2222 -2.7144 -1.1315
H3 -1.2300 2.0206 -1.2567
H4 -0.5613 0.8276 -3.0278
H5 1.8745 -0.5338 3.0529
C1 1.6127 0.4776 2.7247
H6 -1.6646 0.7610 -0.3294
H7 0.2397 0.8563 -0.2988
H8 2.4634 1.0434 2.3537
H9 -0.7355 -1.6434 -3.0687
C2 -0.7815 -1.0954 -2.1319
C3 0.6250 0.3545 1.5895
C4 -0.8195 0.2404 -2.1566
O2 -0.5531 0.0885 1.8037
H10 1.1196 0.9997 3.5430

Atom charges from the Löwdin analysis, given in e for atoms 1 to 8: number 1, O, carries -0.008; number 2, N, carries 0.070; number 3, N, carries 0.048; number 4, H, carries 0.057; number 5, H, carries 0.086; number 6, H, carries 0.114; number 7, H, carries 0.096; number 8, H, carries 0.088

[5]
The following is a quantum chemistry calculation of a 2-piece molecular cluster, C2H7ClOSi overall, from the Open Molecules 2025 dataset.

## Properties
Total charge: 0
HOMO-LUMO gap (eV): 5.43
Maximum force (eV/Å): 2.93
HOMO energy (eV): -7.66
Energy (eV): -24629.88530

CARTESIAN COORDINATES (ANGSTROEM)
H1 2.2674 -1.4541 1.5735
H2 0.2965 -0.4310 -2.2688
H3 -1.5269 0.6950 0.4253
O1 0.3782 -0.7004 1.3548
C1 -1.4021 1.0210 -0.6058
H4 2.0580 0.0963 2.3655
Cl1 -2.6849 2.0387 -1.2358
H5 -0.3942 1.4563 -0.6214
Si1 -0.9642 -0.5010 -1.5341
C2 1.6883 -0.4924 1.4717
H6 -1.8311 -1.8100 -1.5098
H7 2.1150 0.0817 0.5849

Atom charges from the Löwdin analysis, given in e for atoms 1 to 8: number 1, H, carries 0.057; number 2, H, carries -0.062; number 3, H, carries 0.027; number 4, O, carries -0.314; number 5, C, carries -0.869; number 6, H, carries 0.069; number 7, Cl, carries 0.524; number 8, H, carries 0.036

[6]
The following is a quantum chemistry calculation of one molecule with the formula C4H9NO2, from the Open Molecules 2025 dataset.

## Properties
Total charge: 0
HOMO-LUMO gap (eV): 11.33
Maximum force (eV/Å): 0.47
HOMO energy (eV): -10.40
SMILES string: CCCOC(N)=O
Energy (eV): -9879.92767

CARTESIAN COORDINATES (ANGSTROEM)
H1 -2.6261 -0.9923 -0.6170
O1 1.1436 0.1494 0.6184
C1 -0.2161 -0.3029 0.6207
H2 3.8448 -0.2431 -0.9081
C2 -2.5334 0.0481 -0.2834
C3 1.8993 -0.3235 -0.3950
H3 -3.1538 0.6690 -0.9366
H4 -1.0133 1.5694 -0.0350
N1 3.1527 0.2174 -0.3390
H5 -0.2433 -1.3618 0.3489
O2 1.5167 -1.1018 -1.2431
H6 3.4596 0.6278 0.5300
C4 -1.0807 0.5136 -0.3223
H7 -0.5467 -0.1892 1.6570
H8 -2.9471 0.1150 0.7306
H9 -0.6772 0.4164 -1.3367

Atom charges from the Löwdin analysis, given in e for atoms 1 to 8: number 1, H, carries 0.078; number 2, O, carries -0.007; number 3, C, carries -0.194; number 4, H, carries 0.109; number 5, C, carries -0.109; number 6, C, carries -0.626; number 7, H, carries 0.071; number 8, H, carries 0.115

[7]
The following is a quantum chemistry calculation of one molecule with the formula C5H8S, from the Open Molecules 2025 dataset.

## Properties
Total charge: 0
HOMO-LUMO gap (eV): 9.68
Maximum force (eV/Å): 7.60
HOMO energy (eV): -8.91
SMILES string: SC1CC=CC1
Energy (eV): -16146.94347

CARTESIAN COORDINATES (ANGSTROEM)
C1 0.0175 1.1678 -0.1989
H1 -0.6384 -0.1130 1.4352
H2 -3.4007 0.5671 0.5618
H3 0.0288 1.5061 -1.2126
H4 -0.0251 2.2546 0.1967
C2 1.5183 0.5878 -0.1264
C3 1.4514 -0.8301 -0.2331
C4 -0.7935 -0.0387 0.2685
S1 -2.4119 -0.1000 -0.2348
H5 -0.1802 -2.0688 0.5676
H6 -0.4013 -1.6024 -1.1167
C5 -0.0241 -1.2575 -0.1155
H7 2.3736 -1.2096 -0.0907
H8 2.4854 1.1366 0.2988

Atom charges from the Löwdin analysis, given in e for atoms 1 to 8: number 1, C, carries -0.221; number 2, H, carries 0.158; number 3, H, carries -0.081; number 4, H, carries 0.079; number 5, H, carries 0.129; number 6, C, carries -0.061; number 7, C, carries -0.062; number 8, C, carries -0.829

[8]
The following is a quantum chemistry calculation of one molecule with the formula C2H4NOP, from the Open Molecules 2025 dataset.

## Properties
Total charge: 0
HOMO-LUMO gap (eV): 10.58
Maximum force (eV/Å): 4.37
HOMO energy (eV): -10.05
SMILES string: N#CCOP
Energy (eV): -14963.34675

CARTESIAN COORDINATES (ANGSTROEM)
H1 2.1585 -1.5981 -0.2115
H2 -0.5243 1.5163 -1.2783
C1 -1.1081 0.9501 0.7407
C2 -0.6387 0.7110 -0.6334
H3 1.3610 -0.9906 1.2946
P1 0.8282 -1.3469 0.0958
O1 0.7406 0.1652 -0.6787
H4 -1.1998 -0.2018 -1.0838
N1 -1.6174 0.7947 1.7547

Atom charges from the Löwdin analysis, given in e for atoms 1 to 8: number 1, H, carries -0.107; number 2, H, carries 0.090; number 3, C, carries -0.219; number 4, C, carries -0.246; number 5, H, carries -0.125; number 6, P, carries 0.835; number 7, O, carries -0.523; number 8, H, carries 0.133

[9]
The following is a quantum chemistry calculation of a 6-piece molecular cluster, C14H40O6 overall, from the Open Molecules 2025 dataset.

## Properties
Total charge: 0
HOMO-LUMO gap (eV): 9.75
Maximum force (eV/Å): 10.74
HOMO energy (eV): -9.20
SMILES string: CC(C)O.CC(C)O.CC(C)O.CC(C)O.CO.CO
Energy (eV): -27446.14465

CARTESIAN COORDINATES (ANGSTROEM)
H1 -1.6709 3.7446 -0.2236
H2 -0.2479 -2.7654 3.0994
H3 2.8651 2.6246 -2.0826
H4 2.5701 -3.9394 0.1784
H5 -1.1109 -3.0134 1.1634
H6 0.4511 -1.9674 0.4684
O1 -4.0649 -2.4434 -0.1316
H7 -3.3379 -1.5534 1.4054
H8 2.0521 2.1266 1.8594
C1 1.0801 -0.5434 3.7274
H9 4.1061 -0.0234 -2.9956
O2 3.3841 0.2306 -1.2626
H10 1.3121 -0.7554 4.8324
H11 0.4301 0.8236 0.9354
H12 2.0391 -2.0184 1.1904
O3 1.6341 -3.7084 0.2584
C2 -2.1499 -3.2464 0.8334
H13 -0.9229 -0.0864 4.0134
H14 -2.9119 -0.3344 -0.9316
H15 -3.2009 2.9086 -0.5116
H16 2.6291 0.6446 -0.8406
H17 -2.6319 -3.8114 1.6204
H18 1.5951 0.5716 -3.9516
H19 -1.2909 -0.7214 -0.2016
O4 -0.2689 2.1766 -1.7766
H20 -2.8319 3.5366 -3.0136
C3 1.4651 -2.3484 0.3664
H21 -1.8739 1.3046 -1.9636
C4 -3.0169 -2.0514 0.4834
C5 -2.0849 2.7476 -0.4586
C6 -2.2899 -1.0964 -0.4636
H22 1.2571 -0.0684 -2.3846
H23 1.4551 0.4666 3.5104
H24 -1.4459 2.9516 -3.8436
C7 3.3281 0.5316 -2.4696
H25 4.6481 2.3336 -2.3446
H26 -1.8709 2.1516 0.3614
H27 -2.1059 -3.9924 0.0124
C8 2.0521 0.0246 -3.1486
H28 1.9381 -1.8934 -0.4676
H29 -1.9799 -2.1984 3.1434
H30 -1.9319 -1.5664 -1.3926
O5 1.0161 1.1976 0.3594
H31 1.6391 -1.3154 3.0894
H32 0.0851 1.8376 -0.9246
C9 -0.9509 -2.0684 3.5084
H33 -4.6489 -3.0784 0.2824
C10 1.4571 2.3326 0.9664
H34 3.5051 2.1666 -3.6986
H35 -1.3169 4.2166 -2.7036
O6 -0.4599 -0.2034 2.1514
H36 0.6941 3.0726 1.1074
C11 -1.4949 2.3166 -1.7526
H37 2.2101 -0.9534 -3.4906
H38 -1.3529 -0.3634 1.8514
C12 3.6111 1.9986 -2.6356
C13 -0.3949 -0.6654 3.3004
H39 -0.9869 -2.2564 4.5364
C14 -1.8419 3.3126 -2.8716
H40 2.1811 2.7016 0.3194

Atom charges from the Löwdin analysis, given in e for atoms 1 to 8: number 1, H, carries 0.095; number 2, H, carries 0.079; number 3, H, carries 0.087; number 4, H, carries 0.095; number 5, H, carries 0.051; number 6, H, carries 0.055; number 7, O, carries 0.015; number 8, H, carries 0.132

- Which value of maximum force does entry 3 give?
  4.86 eV/Å

Please write out number 1 again, unchanged.
The following is a quantum chemistry calculation of C27H27N3O2RuS as an isolated structure, from the Open Molecules 2025 dataset.

## Properties
2S+1: 6
Total charge: -1
HOMO-LUMO gap (alpha / beta) (eV): 4.65 / 7.17
Maximum force (eV/Å): 2.18
HOMO energy (alpha / beta) (eV): -1.75 / -4.28
Energy (eV): -50417.12599

CARTESIAN COORDINATES (ANGSTROEM)
H1 2.5880 2.4758 0.9422
H2 -0.3584 -1.7329 -4.0553
H3 3.8189 1.8421 4.4391
H4 -5.2827 1.8598 0.7128
C1 -0.5735 1.2504 -2.7454
C2 -3.2983 2.9047 3.2299
S1 -0.4935 1.9020 -1.1594
H5 4.0312 2.4998 1.9673
O1 1.5434 -1.2696 -0.0572
H6 5.4565 -2.9657 -1.3300
C3 -0.5716 0.0730 -5.2154
H7 -0.5327 -0.4184 -6.1758
H8 2.2927 1.1848 5.0328
H9 -0.8752 3.1121 -3.7550
C4 -2.2297 2.0358 3.0325
C5 2.4181 -4.3351 -1.8307
H10 1.1699 3.3912 4.2520
H11 4.4033 -5.0319 -2.2107
H12 -0.1594 -4.2901 -2.0633
C6 2.2056 1.9433 2.9981
H13 -3.2581 3.6341 4.0222
H14 -2.2474 -3.8617 -1.7564
C7 -3.4973 0.0259 0.1136
C8 1.5812 -3.3502 -1.2696
C9 4.3836 -3.0903 -1.2904
N1 -0.4599 -0.0907 -2.8409
N2 -0.7251 -2.8007 -0.7414
C10 2.2019 -2.2011 -0.6498
H15 -4.4318 0.0643 -0.4605
H16 3.3339 0.9617 1.4301
H17 -4.0075 -2.1041 -1.2115
C11 0.9663 1.2425 2.6789
H18 2.7510 3.9217 3.6656
C12 3.6051 -2.1000 -0.7329
C13 -2.2529 1.1006 2.0225
C14 -0.4581 -0.6523 -4.0441
C15 -4.3936 2.8334 2.3758
H19 -5.2148 3.5252 2.5026
H20 1.3593 3.8920 2.5743
H21 3.2638 0.2653 3.8794
C16 3.1018 1.9718 1.7568
C17 2.9385 1.2633 4.1612
H22 -0.8672 2.0567 -6.0182
H23 1.9561 -5.2054 -2.2785
Ru1 -0.4278 -0.6057 -0.4144
C18 -0.7415 2.0501 -3.8838
C19 -0.0027 0.7099 2.2034
C20 -2.9302 -1.8642 -1.2188
C21 -2.1067 -3.1332 -0.9385
H24 -2.4885 -3.5863 -0.0142
H25 -1.3586 2.0933 3.6687
O2 -1.1692 0.2347 1.8478
H26 4.0541 -1.2064 -0.3210
C22 -3.3780 0.9689 1.1552
C23 3.7866 -4.2336 -1.8187
C24 -0.7372 1.4574 -5.1259
C25 0.1806 -3.5060 -1.3714
C26 1.8456 3.3800 3.3998
N3 -2.6005 -0.8860 -0.2192
C27 -4.4342 1.8929 1.3809
H27 -2.6733 -1.4970 -2.2261

Atom charges from the Löwdin analysis, given in e for atoms 1 to 8: number 1, H, carries 0.084; number 2, H, carries 0.101; number 3, H, carries 0.076; number 4, H, carries 0.097; number 5, C, carries -0.817; number 6, C, carries -0.125; number 7, S, carries 0.543; number 8, H, carries 0.079

- Which value of maximum force does entry 9 give?
  10.74 eV/Å